No. 1
A cluster of 7 separate species, C12H29F2N7O16S in total. Source: OMol25; level of theory: the ωB97M-V functional and the def2-TZVPD basis.

Calculated values
Structure (SMILES) ... C[C@@H](F)CN(CCC(=O)O)S(=O)(=O)F.C[N+](=O)[O-].C[N+](=O)[O-].C[N+](=O)[O-].C[N+](=O)[O-].C[N+](=O)[O-].C[N+](=O)[O-]
Total charge ... 0
Total energy ... -2659.1159 a.u.
HOMO-LUMO gap ... 10.30 eV
2S+1 ... 1
Relative energy (zero: lowest compared OMol25 entry of this formula, charge and spin) ... 0.00 kcal/mol

```
67
Properties=species:S:1:pos:R:3:forces:R:3:lowdin_charge:R:1
S 0.531 1.821 2.969 0.2 -1.4 2.1 0.597
F 1.056 3.131 2.296 -0.2 0.1 -0.4 -0.123
F -3.153 3.118 3.512 -0.1 -0.1 -0.1 -0.023
O -6.413 5.212 -2.687 -0.1 0.0 0.0 0.075
O 6.292 -7.214 -2.495 0.1 -0.1 -0.1 0.056
O -0.955 1.429 -3.498 0.0 0.0 0.0 0.049
O 2.914 -4.336 -0.590 0.0 0.0 0.0 0.057
O 2.402 -1.606 6.427 0.0 0.0 0.0 0.060
O 4.726 -6.443 -3.755 0.0 0.0 0.0 0.075
O 0.046 2.179 4.257 -0.3 0.8 -0.4 -0.237
O 1.279 -0.521 -1.109 0.3 0.2 0.1 0.114
O 2.921 -5.733 1.045 0.0 0.0 0.0 0.075
O -2.714 2.867 -1.110 -0.1 0.1 -0.1 0.043
O 0.300 -1.844 6.828 0.0 0.0 0.0 0.059
O -4.339 5.371 -3.230 0.0 0.3 0.0 0.054
O 0.019 2.665 -4.966 0.0 0.0 0.0 0.069
O 1.623 0.904 2.938 -0.1 0.2 -0.8 -0.234
O 2.426 -1.749 0.365 -0.3 -0.1 -0.3 0.089
O -4.703 2.075 -0.915 0.0 0.0 0.1 0.071
N 1.277 -1.173 6.567 0.0 0.0 0.0 -0.451
N -0.729 1.285 2.090 0.8 1.1 -1.2 -0.192
N -5.334 5.763 -2.653 0.0 0.0 0.0 -0.437
N 5.668 -7.172 -3.536 0.1 -0.1 0.0 -0.438
N -3.771 2.482 -1.575 0.0 0.0 -0.2 -0.415
N 3.402 -5.254 0.042 0.0 -0.1 0.0 -0.429
N 0.033 1.895 -4.028 0.1 0.0 0.0 -0.439
C -1.679 2.406 1.778 -0.4 0.0 0.6 -0.124
C 1.358 -1.005 -0.012 0.0 -0.1 -0.1 -0.497
C -0.323 0.619 0.821 -0.3 -0.6 0.0 -0.160
C 6.086 -8.084 -4.636 0.1 -0.1 0.0 0.052
C -3.933 2.515 -3.051 0.1 -0.2 -0.2 0.036
C 0.272 -0.789 1.010 -0.3 0.1 -0.1 -0.069
C 1.093 0.294 6.400 -0.1 0.0 0.1 0.041
C -5.230 7.005 -1.840 0.1 0.1 0.0 0.053
C -3.386 0.839 2.881 -0.1 0.1 0.6 -0.028
C -3.058 2.241 2.429 0.2 -0.4 -0.6 -0.354
C 1.355 1.487 -3.474 0.1 0.1 -0.1 0.045
C 4.682 -5.834 -0.448 0.0 0.2 0.0 0.037
H 4.507 -6.883 -0.653 0.0 0.0 0.1 0.093
H -3.020 2.902 -3.486 0.0 0.0 0.0 0.080
H 1.429 0.408 -3.557 -0.1 0.0 0.1 0.094
H 1.719 0.784 7.139 0.1 0.0 0.0 0.105
H 6.932 -8.666 -4.294 0.0 0.0 0.0 0.095
H 1.407 0.556 5.396 0.1 -0.1 0.1 0.059
H 6.349 -7.463 -5.487 -0.1 0.0 0.0 0.102
H 0.331 1.245 0.212 0.1 0.1 0.2 0.125
H -4.349 0.868 3.391 -0.1 -0.1 -0.2 0.086
H 4.977 -5.305 -1.342 -0.1 0.0 0.0 0.075
H 5.412 -5.711 0.347 0.0 -0.1 0.0 0.107
H -1.776 2.483 0.697 0.0 -0.1 0.2 0.083
H -3.795 2.530 1.674 -0.1 0.3 0.2 0.126
H -0.507 -1.519 0.770 0.0 -0.1 0.1 0.136
H -4.122 1.496 -3.377 0.0 0.0 0.1 0.109
H -5.939 7.718 -2.248 -0.1 0.0 0.0 0.101
H 1.373 1.785 -2.432 -0.1 -0.1 0.0 0.089
H 0.602 -0.981 2.024 0.2 0.1 0.0 0.109
H -4.214 7.372 -1.909 0.0 0.0 0.0 0.095
H -1.287 3.364 2.118 0.0 0.0 0.1 0.123
H -1.241 0.514 0.247 0.0 0.1 0.0 0.127
H 5.236 -8.717 -4.871 0.0 0.1 0.0 0.102
H -3.438 0.155 2.033 0.0 0.0 0.0 0.087
H -5.490 6.745 -0.818 -0.1 0.0 0.0 0.103
H 2.133 -2.661 0.529 0.3 0.0 0.2 0.095
H 0.048 0.532 6.552 0.0 -0.1 0.0 0.094
H -4.779 3.151 -3.268 -0.2 0.0 0.0 0.068
H 2.130 1.985 -4.043 -0.1 0.0 -0.1 0.094
H -2.665 0.467 3.608 0.1 0.0 -0.1 0.080
```
Forces are in eV/Å.

***

No. 2
A cluster of 2 separate species, C12H30B2ClNO4S in total. Source: OMol25; level of theory: the ωB97M-V functional and the def2-TZVPD basis.

Calculated values
Structure (SMILES) ... CCCNB(CCCCS(=O)(=O)Cl)B(C)O.CCOCC
Total charge ... 0
Total energy ... -1739.0642 a.u.
HOMO-LUMO gap ... 9.52 eV
2S+1 ... 1

```
51
Properties=species:S:1:pos:R:3:forces:R:3:lowdin_charge:R:1
Cl 1.688 0.777 -3.794 0.0 0.2 0.0 0.406
S 1.410 -1.215 -3.458 0.1 -0.9 0.1 0.338
O 0.103 -1.529 -3.928 -0.3 0.2 -0.1 -0.324
O 2.526 -1.923 -3.988 0.3 0.3 -0.1 -0.327
O 2.798 -0.186 2.252 -0.1 0.0 -0.1 -0.166
O -3.440 -0.818 -3.321 0.1 -0.2 0.2 0.134
N -4.071 -0.160 0.143 1.5 0.4 0.3 0.069
C -0.870 -2.094 -1.047 0.2 -0.3 0.5 -0.225
C -2.116 1.258 -2.749 0.2 -0.4 0.1 -0.024
C 3.778 -0.943 1.565 0.1 -0.1 -0.1 -0.282
C 4.350 1.447 3.247 0.0 -0.1 -0.1 -0.079
C -3.283 2.060 1.075 -0.1 0.4 0.0 -0.214
C 4.341 -2.107 2.361 0.0 0.1 0.1 -0.074
C 1.495 -1.285 -1.687 -0.2 0.6 0.7 -0.294
C 3.229 0.442 3.447 0.0 0.0 0.1 -0.280
C -4.339 1.278 0.268 -0.8 -0.2 0.2 -0.213
C -2.078 -1.776 -0.162 -0.2 0.0 -0.6 -0.116
C 0.179 -0.992 -0.965 0.1 0.0 -0.2 -0.214
C -2.696 3.295 0.355 0.0 -0.3 0.1 -0.098
B -2.879 -0.070 -2.321 0.0 0.5 0.0 -0.426
B -3.035 -0.634 -0.722 -0.5 -0.2 -0.1 -0.303
H -3.750 2.416 1.993 0.0 -0.1 0.1 0.096
H -1.346 0.998 -3.483 0.0 0.1 -0.1 0.041
H -1.744 -1.527 0.851 0.0 -0.1 0.1 0.104
H 4.997 -2.707 1.731 0.0 0.0 0.0 0.078
H 3.535 -2.741 2.732 0.0 0.0 0.0 0.083
H -2.914 4.207 0.904 0.0 0.1 0.0 0.064
H -1.615 3.218 0.255 0.1 0.1 -0.1 0.064
H -0.388 -3.007 -0.679 0.0 -0.1 -0.1 0.118
H -5.296 1.388 0.784 -0.1 0.0 -0.1 0.108
H 1.907 -2.248 -1.395 0.0 -0.2 -0.4 0.111
H -0.192 -0.021 -1.299 -0.2 0.0 0.0 0.102
H 4.587 -0.295 1.207 0.0 0.0 0.0 0.112
H -4.489 1.721 -0.716 0.2 -0.1 -0.2 0.109
H -2.490 1.383 1.390 0.1 -0.1 -0.1 0.102
H 4.073 2.182 2.490 0.0 0.0 0.0 0.082
H -1.176 -2.308 -2.068 -0.1 0.2 -0.1 0.099
H -2.694 -2.680 -0.086 0.0 0.0 0.1 0.116
H -2.797 1.959 -3.238 -0.1 0.1 0.0 0.073
H -3.922 -0.533 1.076 -0.4 -0.1 0.1 0.111
H 0.443 -0.864 0.088 0.0 0.1 0.0 0.122
H -3.119 3.391 -0.643 0.0 0.1 -0.1 0.059
H -1.621 1.759 -1.919 0.0 0.2 0.0 0.043
H -3.175 -0.482 -4.180 -0.1 0.0 -0.3 0.098
H 5.277 0.969 2.929 0.0 0.0 0.0 0.067
H 3.267 -1.324 0.679 0.0 0.0 0.0 0.096
H 2.217 -0.521 -1.399 0.2 -0.1 -0.2 0.084
H 2.345 0.950 3.832 0.0 0.0 0.0 0.118
H 4.552 1.969 4.183 0.0 0.0 0.0 0.077
H 4.924 -1.770 3.219 0.0 0.0 0.0 0.068
H 3.514 -0.308 4.193 0.0 0.0 0.0 0.108
```
Forces are in eV/Å.

***

No. 3
A structure of composition C12H30ClLiN2. Source: OMol25; level of theory: the ωB97M-V functional and the def2-TZVPD basis.

Calculated values
Total charge ... 0
Total energy ... -1052.3839 a.u.
HOMO-LUMO gap ... 5.91 eV
2S+1 ... 1
Relative energy (zero: lowest compared OMol25 entry of this formula, charge and spin) ... 0.00 kcal/mol

```
46
Properties=species:S:1:pos:R:3:forces:R:3:lowdin_charge:R:1
Cl -7.297 18.220 11.899 0.0 0.5 -0.9 -0.845
N -6.015 23.467 8.694 -1.5 0.9 0.3 -0.178
N -8.600 18.506 5.575 0.5 0.1 0.2 -0.185
C -7.816 17.273 5.596 1.2 0.4 -0.7 -0.260
C -9.890 18.232 6.233 -0.6 0.5 0.1 -0.265
C -8.707 19.031 4.187 -1.4 -0.4 -0.8 -0.228
C -9.572 18.174 3.221 0.0 -0.1 0.2 -0.084
C -7.098 24.400 9.188 0.4 -1.3 0.3 -0.250
C -5.353 25.075 6.836 -0.3 -1.0 -0.5 -0.077
C -3.777 22.652 9.172 0.3 -1.0 0.3 -0.088
C -6.354 17.503 5.104 -0.6 -0.5 0.6 -0.073
C -7.554 24.129 10.622 -0.3 0.2 -0.1 -0.087
C -5.871 23.656 7.230 0.6 1.3 0.4 -0.245
C -4.802 23.699 9.483 0.1 -0.3 -0.3 -0.281
C -10.678 19.509 6.603 0.2 -0.5 -0.4 -0.069
Li -7.393 20.177 8.671 0.1 -0.3 0.7 0.726
H -2.862 22.822 9.740 0.1 0.1 -0.3 0.082
H -6.848 23.570 6.755 -0.2 -0.3 0.2 0.100
H -5.835 16.545 5.126 0.1 0.0 0.1 0.073
H -6.813 25.450 9.122 0.3 0.1 -0.1 0.104
H -9.107 17.224 2.957 0.1 -0.1 0.2 0.066
H -7.811 16.887 6.615 0.1 0.0 0.0 0.115
H -9.709 18.683 2.267 0.0 0.2 0.1 0.073
H -9.816 17.624 7.135 1.0 0.3 0.3 0.114
H -9.128 20.036 4.168 -0.1 0.0 0.5 0.100
H -5.027 23.626 10.547 -0.2 -0.1 -0.1 0.107
H -4.366 24.691 9.360 -0.1 0.4 -0.3 0.112
H -6.251 17.867 4.082 -0.3 0.1 0.1 0.058
H -8.338 24.862 10.810 0.0 0.1 0.3 0.075
H -5.851 18.186 5.789 0.1 0.1 -0.1 0.065
H -10.455 17.517 5.636 -0.6 0.4 -0.5 0.102
H -4.156 21.692 9.520 0.0 -0.2 0.1 0.075
H -6.066 25.838 7.148 0.3 0.1 0.2 0.064
H -10.869 20.090 5.701 -0.3 0.1 0.2 0.065
H -6.796 24.241 11.397 0.1 0.2 -0.2 0.066
H -5.354 25.112 5.747 0.2 0.1 -0.1 0.070
H -5.234 22.883 6.799 0.1 0.0 0.1 0.095
H -8.014 23.154 10.787 0.1 -0.2 -0.3 0.073
H -11.602 19.283 7.134 -0.2 -0.2 -0.4 0.077
H -10.557 17.939 3.624 0.0 0.1 -0.1 0.061
H -7.775 19.144 3.633 0.4 -0.1 0.9 0.095
H -7.959 24.262 8.534 0.0 0.0 -0.1 0.109
H -4.339 25.267 7.185 -0.2 0.1 0.1 0.069
H -3.564 22.497 8.114 0.2 0.4 0.0 0.065
H -8.265 16.503 4.969 -0.2 -0.2 -0.1 0.107
H -10.162 20.149 7.319 0.5 0.0 -0.1 0.052
```
Forces are in eV/Å.

***

No. 4
A cluster of 3 separate species, C12H30ClN2O4 in total. Source: OMol25; level of theory: the ωB97M-V functional and the def2-TZVPD basis.

Calculated values
Total charge ... -2
Total energy ... -1345.6661 a.u.
HOMO-LUMO gap (alpha / beta) ... 1.43 / 6.38 eV
2S+1 ... 2
Relative energy (zero: lowest compared OMol25 entry of this formula, charge and spin) ... 20.59 kcal/mol
<S²> ... 0.750

```
49
Properties=species:S:1:pos:R:3:forces:R:3:mulliken_spin:R:1
Cl -2.056 1.728 -1.127 0.0 0.4 0.0 -0.004
O 0.698 -0.981 0.814 1.5 0.1 1.2 -0.624
O 2.532 2.338 -0.074 0.5 -0.2 -0.8 -0.523
O -3.846 0.387 3.586 -1.1 0.0 -0.3 -0.750
O 0.075 -1.440 -4.014 1.6 0.8 -0.8 -0.020
N -2.130 -0.645 1.428 0.0 -1.7 2.2 -0.232
N 0.993 0.488 -1.879 2.4 0.0 -0.5 -0.069
C 0.229 0.090 1.709 -1.5 -2.2 -1.0 -0.216
C -4.328 -0.452 2.551 0.6 -0.9 -0.5 -0.071
C 0.793 0.906 -3.275 -0.5 -0.7 0.6 0.014
C 3.157 1.768 -1.248 -0.6 -1.2 0.4 0.201
C -1.061 -0.560 2.440 2.2 2.3 -1.4 0.354
C 0.898 -0.249 -4.319 -1.1 -0.4 0.6 0.016
C 1.642 -1.789 1.525 -0.5 0.3 0.6 1.615
C 2.450 0.403 -1.548 -0.9 0.1 0.2 -0.305
C 0.245 -2.420 -5.044 -0.8 1.0 0.6 0.046
C 3.142 3.550 0.305 -0.1 -0.1 -0.5 0.591
C -3.239 -1.436 2.054 -0.7 1.1 -0.8 0.379
C -3.597 -0.328 4.761 1.0 0.0 0.7 2.560
H 4.134 3.354 0.713 0.1 0.1 0.4 -0.098
H -0.772 -1.531 2.844 -0.2 0.0 -0.1 0.198
H -0.057 0.901 1.041 -0.4 -0.1 0.0 0.057
H 0.604 0.086 -5.313 -0.4 0.5 -0.1 0.001
H -1.291 0.155 3.230 -0.3 -0.3 0.5 -0.201
H 2.591 -0.246 -0.684 -0.4 0.5 0.7 0.260
H 1.052 0.465 2.318 -0.1 -0.3 0.5 -0.114
H 4.207 1.518 -1.092 0.4 0.1 0.5 -0.080
H 2.166 -2.548 0.945 -0.2 0.3 -0.7 -0.049
H -4.390 -0.993 5.105 -0.3 -0.1 -0.3 -0.409
H 0.656 1.215 -1.264 -0.9 -0.1 0.0 0.004
H 2.948 -0.268 -2.248 0.3 0.7 -0.9 -0.021
H -4.650 0.146 1.699 0.4 0.5 0.1 0.037
H 2.490 4.123 0.965 0.1 -0.5 0.4 0.054
H 1.936 -0.530 -4.495 0.3 -0.4 0.5 0.008
H 2.372 -1.202 2.083 0.5 0.5 -0.4 -0.210
H -5.228 -1.014 2.800 -0.2 -0.1 0.8 -0.113
H -0.189 -3.337 -4.646 0.3 -0.1 -0.1 -0.024
H -2.468 0.304 1.353 -0.1 0.2 -0.7 0.008
H -2.944 -2.142 2.831 0.4 0.4 0.2 -0.229
H -0.161 1.433 -3.252 -0.4 -0.4 -0.4 0.014
H 1.513 1.668 -3.574 0.5 0.2 -0.4 -0.010
H -0.310 -2.137 -5.938 -0.4 0.1 -0.2 0.000
H -2.674 -0.900 4.672 0.0 -0.5 -0.1 -0.029
H 3.165 2.509 -2.048 -0.4 0.0 -0.3 0.069
H 1.266 -2.519 -5.413 0.4 -0.3 0.5 0.003
H 3.285 4.221 -0.542 0.1 0.0 -0.5 -0.021
H -3.704 -2.097 1.322 -0.2 0.1 -0.5 0.009
H 1.214 -2.342 2.362 -0.7 -0.3 0.1 -0.337
H -3.356 0.350 5.580 -0.3 0.4 -0.1 -0.736
```
Forces are in eV/Å.